1.
Molecular formula: C3H5ClN2O3
Method: DFT, ωB97M-V/def2-TZVPD

XYZ file:
```
14
Properties=species:S:1:pos:R:3:forces:R:3:lowdin_charge:R:1
C 0.656122 -1.289498 0.429877 -1.46 1.39 0.89 -0.05
C 1.354382 1.034541 -0.539220 1.16 1.59 -0.60 -0.46
C 0.324975 0.049442 -0.070711 -1.01 1.59 -0.02 -0.37
N -0.890623 0.508362 -0.007235 -0.09 1.75 -1.87 -0.10
N -2.370270 -0.342174 0.158404 2.81 -0.18 -0.01 -0.29
O -1.292002 1.585019 -0.471671 0.93 0.61 0.40 -0.06
O -2.242715 -1.456606 0.547593 -1.35 -0.58 0.27 0.12
O -3.152049 0.387370 -0.273383 -2.00 -0.66 0.25 0.19
Cl 2.768843 0.989234 0.614796 -0.04 -0.17 -0.17 0.53
H 1.692122 -1.413281 0.145015 -0.03 -1.07 0.32 0.07
H 0.443758 -1.102431 1.525405 0.88 -1.29 -0.83 0.12
H -0.181882 -1.855168 -0.003484 1.17 -1.01 0.37 0.08
H 1.793117 0.734457 -1.556929 -0.80 0.53 1.42 0.11
H 1.096220 2.170736 -0.498460 -0.18 -2.51 -0.42 0.11
```
Positions in Å, forces in eV/Å.

Values from the calculation:
* SMILES string: C/C(CCl)=[N+](/[O-])[N+](=O)[O-]
* energy relative to the best compared isomer or geometry (same formula, charge and spin): 514.9 kJ/mol
* HOMO-LUMO gap (spin up / spin down): 0.326 / 0.326 Ha

2.
Molecular formula: C44H45F6N4O
Method: DFT, ωB97M-V/def2-TZVPD

XYZ file:
```
100
Properties=species:S:1:pos:R:3:forces:R:3:lowdin_charge:R:1
C -3.904021 1.092088 -3.170167 -0.24 -0.07 -0.13 -0.02
N -2.557787 0.621642 -2.919272 0.30 0.43 0.07 -0.02
C -2.221585 -0.686874 -2.386370 -0.38 -0.58 -0.11 -0.29
C -2.689585 -1.926526 -3.224137 0.06 0.66 -0.02 -0.54
C -2.479489 -1.699961 -4.713948 -0.01 -0.20 -0.29 -0.03
C -4.178348 -2.151801 -2.975185 -0.24 -0.21 -0.07 -0.05
C -1.924086 -3.170247 -2.784539 0.09 -0.27 -0.06 -0.05
N -0.825359 -0.554343 -2.163646 0.83 -0.57 0.54 0.07
C -0.238813 0.662742 -2.624311 0.11 0.09 -0.09 -0.23
C 0.700960 0.480862 -3.826850 -0.07 0.56 -0.39 -0.09
C 1.959401 -0.316972 -3.579970 0.12 0.13 -0.18 -0.23
C 2.898304 0.153203 -2.655266 0.17 -0.46 -0.04 -0.05
C 4.063746 -0.579476 -2.408062 -0.17 -0.01 0.01 -0.08
C 4.297578 -1.783598 -3.082418 -0.19 0.13 -0.12 -0.09
C 3.397341 -2.210571 -4.066104 0.06 0.12 0.13 -0.08
C 2.247098 -1.464487 -4.336887 -0.01 0.12 0.49 -0.04
C -1.478848 1.460095 -3.030754 -0.11 0.69 -0.22 -0.40
O -1.510864 2.632947 -3.388813 0.03 -1.17 0.38 0.07
H -3.900147 2.187223 -3.223333 0.15 -0.30 0.01 0.10
H -4.272034 0.699959 -4.129950 -0.05 0.19 0.31 0.09
H -4.582386 0.771293 -2.365965 0.18 0.06 -0.21 0.10
H -2.709179 -0.814371 -1.410831 -0.55 -0.15 -0.05 0.11
H -1.420860 -1.589740 -4.972190 -0.13 0.03 0.06 0.07
H -2.865244 -2.579357 -5.247409 0.14 0.21 -0.03 0.10
H -3.031158 -0.825529 -5.076309 0.16 -0.14 0.03 0.08
H -4.402482 -2.245831 -1.906214 0.00 0.01 -0.10 0.09
H -4.793070 -1.349971 -3.395315 0.07 -0.16 0.12 0.07
H -4.480277 -3.086817 -3.464608 -0.03 0.19 0.13 0.09
H -1.968943 -3.329696 -1.698368 0.01 0.05 -0.12 0.08
H -2.378986 -4.046540 -3.268366 0.14 0.17 0.18 0.10
H -0.873236 -3.141601 -3.100892 -0.17 0.06 0.13 0.08
H -0.241433 -1.326978 -1.861110 -0.41 0.27 -0.33 0.14
H 0.257286 1.201169 -1.795568 0.03 -0.01 -0.36 0.15
H 0.121053 0.002812 -4.630443 0.13 0.20 0.16 0.11
H 0.960776 1.499696 -4.159538 -0.01 -0.30 -0.06 0.14
H 2.717442 1.107394 -2.152341 0.09 -0.33 -0.06 0.11
H 4.789300 -0.204709 -1.684050 -0.17 -0.15 -0.21 0.10
H 5.192163 -2.372424 -2.862881 -0.30 0.24 -0.11 0.10
H 3.594371 -3.126679 -4.626260 -0.03 0.29 0.14 0.11
H 1.565227 -1.760776 -5.139190 0.18 0.00 0.33 0.11
F -1.363088 5.849378 6.540188 -0.05 -0.20 -1.35 0.14
C -1.594945 5.697824 5.210115 -1.81 0.49 0.36 -0.53
F -2.547450 4.720883 5.048769 0.81 0.78 0.38 0.12
F -2.161751 6.864424 4.742869 0.56 -1.11 0.68 0.11
C -0.374708 5.361121 4.403059 0.22 -0.07 -0.48 -0.01
N -0.778737 5.133002 3.009072 0.35 -1.00 0.82 -0.02
C -0.478892 6.196877 2.119243 -0.01 1.45 -0.77 -0.26
C 0.840976 6.363293 1.665446 -0.64 -0.32 0.03 -0.01
C 1.142912 7.405566 0.796308 -0.09 0.12 -0.02 -0.07
C 0.143315 8.307619 0.412353 -0.03 -0.10 0.14 -0.06
C -1.156730 8.171711 0.912147 0.17 0.06 -0.11 -0.06
C -1.467748 7.132313 1.782897 0.35 -0.46 0.02 -0.02
C -1.028935 3.871016 2.519953 0.14 0.56 0.01 -0.16
C -1.742082 3.743510 1.303655 -0.14 -0.24 -0.59 0.03
C -1.970508 2.508139 0.742938 0.10 0.15 0.07 0.03
C -1.414081 1.322194 1.322900 0.17 -0.21 -0.33 -0.19
C -1.552661 0.054458 0.699040 -0.31 0.50 1.41 0.09
C -0.824595 -1.113701 1.087919 0.28 -0.13 0.01 -0.23
C -1.443471 -2.389300 1.202691 0.16 0.25 -0.13 0.00
C -0.731771 -3.490300 1.637751 -0.18 0.12 -0.07 0.01
C 0.660485 -3.404305 1.859367 0.18 0.12 0.08 -0.18
N 1.425924 -4.489157 2.221686 -1.02 -0.59 0.01 -0.03
C 0.821210 -5.706923 2.771496 0.22 0.33 -0.48 -0.01
C 0.744572 -5.579255 4.266388 0.38 0.60 1.71 -0.53
F 0.019152 -6.552500 4.875744 0.67 0.83 -0.73 0.14
F 2.011709 -5.593485 4.807028 -1.29 -0.11 -0.37 0.11
F 0.198387 -4.366431 4.612592 0.27 -1.13 -0.15 0.12
C 2.788066 -4.573677 1.832694 1.53 -0.10 -0.15 -0.25
C 3.806758 -4.195649 2.722904 -0.46 -0.01 -0.36 -0.02
C 5.134409 -4.234152 2.307155 0.07 -0.03 -0.17 -0.06
C 5.454668 -4.654955 1.011533 -0.18 -0.05 0.05 -0.07
C 4.443824 -5.076166 0.138965 0.16 -0.02 0.12 -0.07
C 3.117687 -5.066167 0.556952 -0.34 0.47 0.45 -0.01
C 1.294388 -2.149794 1.713831 -0.03 0.24 -0.17 0.03
C 0.566035 -1.029611 1.381633 -0.16 -0.10 0.12 -0.01
C -0.752016 1.474258 2.577566 0.27 0.20 0.15 0.01
C -0.589748 2.703506 3.175699 -0.06 -0.55 0.05 0.02
H 0.284659 6.233151 4.416081 0.05 -0.29 0.18 0.16
H 0.108983 4.485904 4.839850 0.05 0.33 0.05 0.13
H 1.596250 5.649063 1.999198 -0.11 0.20 -0.21 0.12
H 2.161660 7.505240 0.416844 -0.34 0.06 0.12 0.11
H 0.386092 9.132672 -0.260935 -0.10 -0.31 0.20 0.11
H -1.939676 8.872862 0.620902 0.29 -0.13 0.09 0.11
H -2.459962 7.021087 2.220795 0.22 0.06 -0.24 0.12
H -2.105153 4.652664 0.822904 0.04 -0.36 0.11 0.13
H -2.558592 2.429534 -0.174858 0.23 0.04 0.20 0.13
H -2.400411 -0.050265 0.026047 0.23 0.02 0.02 0.10
H -2.514428 -2.477275 1.006784 0.30 -0.03 0.00 0.13
H -1.239938 -4.440625 1.774867 -0.04 0.34 -0.08 0.11
H -0.184665 -5.873417 2.384129 0.21 -0.22 0.03 0.13
H 1.482441 -6.544698 2.537297 -0.32 -0.01 -0.02 0.16
H 3.527605 -3.862644 3.723697 0.16 -0.06 -0.28 0.12
H 5.919171 -3.919809 2.997702 -0.20 -0.13 -0.25 0.11
H 6.496633 -4.671452 0.685606 -0.34 0.02 0.10 0.11
H 4.684508 -5.410258 -0.872762 -0.02 0.07 0.37 0.11
H 2.304211 -5.398133 -0.091864 0.30 0.12 0.06 0.12
H 2.366114 -2.079167 1.890027 -0.28 0.03 -0.06 0.12
H 1.065053 -0.060140 1.332277 -0.11 -0.32 -0.16 0.13
H -0.376674 0.589809 3.089070 -0.13 0.21 -0.10 0.13
H -0.078304 2.773074 4.131613 -0.20 -0.21 -0.24 0.11
```
Positions in Å, forces in eV/Å.

Values from the calculation:
* energy relative to the best compared isomer or geometry (same formula, charge and spin): 36.6 kJ/mol
* HOMO-LUMO gap: 0.221 Ha
* net charge: +1

3.
Molecular formula: C20H33AlBrO8
Method: DFT, ωB97M-V/def2-TZVPD

XYZ file:
```
63
Properties=species:S:1:pos:R:3:forces:R:3:lowdin_charge:R:1
C 1.902119 1.578700 -3.764442 -0.99 -0.41 -0.69 -0.15
C 1.352694 0.096567 -3.326878 -1.52 0.38 0.40 -0.28
C 0.982773 -0.018620 -1.699551 -1.06 0.17 -1.37 -0.35
C 0.298001 1.349418 -1.113837 -0.49 0.18 0.41 -0.18
Al 2.566906 -0.745043 -0.624561 -0.24 0.48 0.69 0.29
C 3.515878 0.607386 0.583455 1.32 0.78 0.15 -0.20
C 3.331719 2.181015 0.168457 -1.20 -1.72 1.37 -0.23
O 4.250848 2.997422 1.028467 3.32 -0.17 -2.61 -0.16
C 5.615848 2.998303 0.480687 0.27 6.59 -0.91 -0.14
O 6.131851 4.202328 0.110096 -2.95 -7.99 2.48 -0.09
C 4.018057 -1.578759 -1.864493 0.90 -0.01 -1.70 -0.23
C 4.780978 -0.435855 -2.775155 0.25 5.53 4.08 -0.66
O 5.010577 0.836369 -2.372581 -1.35 -8.55 -2.97 -0.14
Br 5.459046 -0.992871 -4.600179 -0.47 0.42 1.01 0.52
C 1.784438 -2.203756 0.647153 1.63 -2.84 0.02 -0.16
C 2.867557 -3.621680 0.558067 1.20 -0.03 1.57 -0.21
C 2.488666 -4.867791 1.693195 -1.19 2.33 0.78 -0.14
O 3.782482 -3.848544 1.793460 -3.79 2.00 -4.35 -0.25
H 2.751991 2.003340 -3.076416 -1.59 -0.96 -1.51 0.06
H 0.953460 2.302786 -3.730537 2.21 -1.43 0.04 0.08
H 2.216064 1.505269 -4.910920 -0.34 0.37 2.53 0.08
H 2.028249 -0.802350 -3.664344 -1.08 1.89 0.61 0.08
H 0.305379 -0.043703 -3.882257 2.24 0.28 0.78 0.10
H 0.134804 -0.858029 -1.655466 1.65 1.67 0.01 0.09
H 0.139565 1.225421 0.055912 0.26 0.21 -2.48 0.06
H -0.767680 1.593605 -1.593821 2.10 -0.59 0.90 0.08
H 0.936961 2.321772 -1.255422 -1.04 -1.98 0.11 0.05
H 3.223939 0.385754 1.705595 0.48 0.92 -2.09 0.07
H 4.682737 0.365617 0.512595 -2.31 0.45 0.14 0.06
H 3.480957 2.418557 -0.969822 -0.16 -0.49 2.30 0.11
H 2.238175 2.493599 0.531731 2.57 -0.40 -0.96 0.12
H 6.228089 2.001379 0.434437 -1.42 1.85 -0.01 0.15
H 4.819843 -2.145588 -1.213022 -1.34 1.17 -1.44 0.09
H 3.458182 -2.337828 -2.578361 1.60 1.35 1.17 0.06
H 0.748537 -2.583476 0.252806 1.86 0.63 1.03 0.06
H 1.793662 -1.884100 1.772984 -0.27 -0.87 -2.14 0.06
H 3.257821 -3.969768 -0.584368 -0.85 0.69 3.57 0.14
H 1.425775 -4.327562 1.790850 1.85 -0.03 0.49 0.04
H 2.630233 -4.863882 2.836022 -0.03 -1.85 -1.48 0.10
O -0.334844 -0.248416 1.830031 -1.81 0.11 1.31 0.09
C -1.317979 0.110830 2.456583 1.67 -0.69 -1.51 -0.44
O -2.257795 -0.737760 2.967298 0.68 0.09 -0.26 0.03
C -3.317438 0.027036 3.540033 -0.88 -0.20 0.33 -0.18
C -2.718551 1.377048 3.836214 -0.25 0.66 0.57 -0.17
C -1.696927 1.533215 2.738351 0.03 0.43 0.37 -0.09
H -4.136889 0.085574 2.815991 0.28 -0.01 0.26 0.09
H -3.679983 -0.466256 4.446588 0.19 -0.15 -0.16 0.12
H -3.459530 2.180440 3.861931 0.02 -0.15 0.01 0.12
H -2.211757 1.352834 4.808627 -0.10 0.02 -0.11 0.12
H -2.132533 1.972402 1.836589 0.18 -0.08 -0.01 0.13
H -0.833361 2.112377 3.073370 -0.02 -0.11 -0.41 0.13
O -4.190589 0.269484 0.699143 -2.19 -0.18 -0.34 0.11
C -5.331876 0.027865 0.342405 2.23 0.17 0.51 -0.43
O -6.401016 -0.056359 1.187411 0.72 0.24 -0.02 0.03
C -7.552263 -0.459581 0.447261 -0.72 -0.20 0.14 -0.17
C -7.254975 -0.091038 -0.982675 -0.55 0.14 -0.73 -0.17
C -5.759335 -0.263744 -1.064155 -0.23 0.24 -0.42 -0.08
H -7.691782 -1.537790 0.578270 0.03 0.07 0.01 0.13
H -8.436039 0.060991 0.827479 0.26 -0.10 0.17 0.13
H -7.805565 -0.697287 -1.706873 0.01 0.08 0.16 0.12
H -7.513111 0.960778 -1.156063 -0.01 -0.18 0.03 0.12
H -5.481443 -1.290830 -1.316513 0.16 0.13 0.01 0.14
H -5.311601 0.442788 -1.766835 0.26 -0.33 0.18 0.14
```
Positions in Å, forces in eV/Å.

Values from the calculation:
* HOMO-LUMO gap: 0.258 Ha
* net charge: -1

4.
Molecular formula: C16H10ClF5OTm
Method: DFT, ωB97M-V/def2-TZVPD

XYZ file:
```
34
Properties=species:S:1:pos:R:3:forces:R:3:lowdin_spin:R:1
C -0.594541 0.657713 -3.509107 0.42 1.43 -0.21 0.00
C -0.552047 -0.753936 -3.536853 -0.29 0.02 0.11 0.00
C 0.642970 -1.195978 -2.943245 0.15 0.48 0.47 0.00
H -1.278700 -1.393769 -4.004919 -0.25 -0.06 0.12 0.00
C 1.367023 -0.068801 -2.504694 -0.34 0.76 -0.60 0.00
C 0.641782 1.109803 -2.875038 -0.29 -0.07 -0.18 0.00
H 0.952128 2.162663 -2.699329 -0.23 -0.90 -0.23 0.00
H -1.414918 1.329757 -3.868729 0.87 -0.75 0.03 0.00
H 1.000103 -2.212902 -2.826758 -0.36 0.13 0.07 0.00
H 2.369298 -0.109177 -2.085951 -0.42 0.12 0.21 0.00
Tm -1.080922 0.559141 -1.136853 1.33 -2.33 0.37 2.01
Cl -3.387764 -0.229641 -0.834412 -0.17 0.35 -0.08 0.00
C -0.429924 -2.914890 1.576469 1.36 0.08 -0.72 0.00
C 0.978209 -2.822287 1.283540 -0.58 -0.22 -1.11 0.00
C 1.188325 -3.443732 -0.015434 -0.73 0.69 1.41 0.00
H 1.737917 -2.269381 1.868525 -0.54 -0.46 -0.37 0.00
C -0.074632 -3.926628 -0.463645 0.79 0.43 -0.06 0.00
C -1.047044 -3.613610 0.504075 -0.60 0.53 0.19 0.00
H -2.132738 -3.778471 0.413567 0.62 -0.04 0.03 0.00
H -0.916265 -2.394555 2.394571 -0.07 -0.33 0.07 0.00
H 2.122520 -3.411163 -0.574547 -0.15 -0.25 0.12 0.00
H -0.245626 -4.345044 -1.453371 -0.10 -0.17 0.23 0.00
F -0.584003 4.766172 4.096893 0.47 -1.04 -0.91 0.00
C -0.270214 3.777599 3.197418 -0.14 -0.30 -0.10 0.00
C 0.843520 3.886488 2.352038 -0.38 0.06 0.61 0.00
F 1.621507 4.973556 2.478166 -0.06 -0.22 -0.22 0.00
C 1.152449 2.884569 1.430022 -0.93 -0.78 -0.28 0.00
F 2.215099 3.010877 0.604222 -0.58 0.04 0.50 0.00
C 0.280360 1.762821 1.293703 -0.35 -1.38 -0.82 0.00
O 0.408813 0.784973 0.334840 -0.10 2.41 1.54 0.00
C -0.822239 1.632950 2.202744 0.84 -0.47 -0.78 0.00
F -1.575560 0.494568 2.121181 0.61 1.42 0.16 0.00
C -1.071883 2.616729 3.129602 0.02 0.75 0.89 0.00
F -2.043002 2.473583 4.051307 0.17 0.06 -0.48 0.00
```
Positions in Å, forces in eV/Å.

Values from the calculation:
* HOMO-LUMO gap (spin up / spin down): 0.145 / 0.147 Ha
* ⟨S²⟩: 2.0021
* spin multiplicity: 3
* net charge: -1